Here is 2 unconnected molecules or ions with the total composition C31H48NO4S2 from OMol25. Energies are from wB97M-V/def2-TZVPD.

```
86
Properties=species:S:1:pos:R:3:forces:R:3:lowdin_charge:R:1
C 8.723 8.516 2.675 0.090 -0.016 0.074 -0.123
C 8.362 7.090 2.277 -0.050 0.044 -0.033 -0.287
C 7.175 6.999 1.329 -0.034 -0.040 -0.041 -0.245
C 6.830 5.563 0.949 0.066 0.168 0.047 -0.240
C 5.633 5.473 0.014 -0.021 -0.220 -0.045 -0.233
C 5.289 4.018 -0.293 0.004 -0.129 -0.027 -0.236
C 4.068 3.850 -1.193 0.037 -0.108 -0.040 -0.224
C 3.714 2.391 -1.523 -0.055 0.076 -0.010 -0.221
C 3.349 1.550 -0.300 0.030 0.174 0.185 -0.234
C 2.942 0.108 -0.588 -0.062 0.036 -0.038 -0.225
C 2.578 -0.651 0.686 -0.136 -0.478 -0.259 -0.223
C 2.128 -2.126 0.438 0.464 1.168 0.069 -0.269
C 1.816 -2.767 1.720 0.392 -0.687 0.398 -0.040
H 9.585 8.509 3.347 -0.054 0.102 -0.038 0.066
H 8.982 9.124 1.803 -0.052 -0.065 0.070 0.071
H 7.896 9.007 3.199 0.058 -0.049 -0.083 0.071
H 9.228 6.613 1.804 -0.018 -0.006 0.058 0.108
H 8.135 6.510 3.178 0.060 -0.013 -0.031 0.108
H 6.294 7.462 1.795 0.106 0.011 -0.057 0.117
H 7.386 7.568 0.413 -0.027 0.002 0.117 0.117
H 7.698 5.093 0.464 -0.090 0.043 0.105 0.119
H 6.628 4.983 1.862 0.027 0.065 -0.132 0.118
H 4.769 5.981 0.466 0.108 -0.085 -0.076 0.118
H 5.862 5.999 -0.924 -0.086 -0.025 0.140 0.118
H 6.160 3.553 -0.782 -0.138 0.000 0.103 0.122
H 5.140 3.476 0.653 0.031 0.152 -0.175 0.106
H 3.203 4.336 -0.721 0.072 -0.052 -0.070 0.114
H 4.262 4.384 -2.133 -0.112 -0.017 0.102 0.111
H 2.860 2.399 -2.212 0.102 -0.084 -0.003 0.110
H 4.551 1.924 -2.058 -0.064 0.028 0.038 0.114
H 4.193 1.546 0.403 -0.135 -0.047 -0.075 0.105
H 2.519 2.050 0.221 0.091 -0.052 0.012 0.120
H 2.080 0.098 -1.266 0.083 -0.006 -0.007 0.117
H 3.761 -0.410 -1.107 -0.105 0.039 0.047 0.118
H 3.444 -0.641 1.368 -0.190 -0.091 -0.103 0.115
H 1.760 -0.133 1.209 0.150 -0.068 -0.130 0.095
H 1.257 -2.128 -0.238 0.451 -0.169 0.080 0.088
H 2.971 -2.683 -0.006 -0.210 0.120 -0.351 0.116
H 1.519 -3.821 1.736 0.178 0.511 0.117 0.041
H 2.214 -2.313 2.629 -0.200 -0.258 -0.158 0.064
C 1.409 -3.778 5.504 0.248 0.044 0.392 -0.073
C 0.243 -3.823 4.553 0.753 -0.137 0.365 -0.297
O 0.094 -2.456 4.085 -1.365 -0.320 -1.133 -0.199
C -0.705 -2.355 2.989 0.617 -0.217 0.393 -1.078
S -1.190 -3.638 2.104 -0.969 0.284 0.078 0.807
S -1.013 -0.656 2.623 -0.350 -0.422 -0.230 0.983
C -2.361 -0.795 1.388 0.674 0.293 0.496 -0.383
C -2.012 -1.593 0.142 0.897 0.257 -0.425 -0.510
O -0.905 -1.633 -0.373 -1.633 0.128 0.736 0.048
N -3.141 -2.174 -0.436 -0.199 -0.731 -1.299 0.049
C -4.462 -1.737 -0.321 0.123 -0.217 -0.203 0.045
C -5.247 -2.306 -1.281 0.536 -0.143 0.161 -0.037
C -4.394 -3.180 -2.104 0.250 0.431 0.726 -0.088
C -3.091 -3.071 -1.551 -0.463 0.344 -0.220 -0.121
C -1.997 -3.729 -2.092 0.125 -0.341 -0.273 0.003
C -2.212 -4.546 -3.221 -0.263 0.599 0.755 -0.069
C -3.501 -4.669 -3.768 -0.098 0.321 0.433 -0.080
C -4.607 -3.996 -3.216 0.527 -0.373 -0.241 -0.010
C -6.692 -2.030 -1.380 -0.281 -0.157 -0.258 -0.411
O -7.306 -1.316 -0.613 0.426 -0.411 -0.473 0.094
O -7.220 -2.694 -2.447 -0.313 0.509 0.502 0.021
C -8.651 -2.522 -2.741 -0.391 -0.136 -0.306 -0.583
C -8.959 -1.072 -3.059 0.208 0.363 0.059 -0.027
C -9.496 -3.054 -1.600 0.071 -0.102 0.393 -0.027
C -8.949 -3.351 -3.984 0.295 -0.266 -0.261 -0.038
H 1.607 -4.777 5.912 -0.082 0.209 -0.048 0.084
H 2.322 -3.431 4.998 -0.315 -0.092 0.115 0.080
H 1.180 -3.093 6.330 0.196 -0.175 -0.093 0.082
H 0.452 -4.521 3.722 -0.249 0.555 0.376 0.071
H -0.687 -4.115 5.065 0.211 0.047 -0.335 0.128
H -3.277 -1.144 1.878 0.412 0.029 -0.118 0.081
H -2.492 0.246 1.056 -0.100 -0.172 0.165 0.100
H -4.728 -1.010 0.435 -0.175 -0.201 -0.226 0.136
H -1.025 -3.577 -1.626 -0.181 -0.237 -0.354 0.106
H -1.365 -5.075 -3.657 -0.269 0.126 0.055 0.102
H -3.631 -5.302 -4.638 -0.100 0.055 0.061 0.097
H -5.604 -4.115 -3.640 0.349 0.090 0.128 0.105
H -8.349 -0.749 -3.913 -0.118 0.027 0.219 0.097
H -10.015 -0.977 -3.339 0.185 -0.012 0.087 0.094
H -8.751 -0.441 -2.191 -0.129 0.004 -0.271 0.082
H -9.262 -4.114 -1.434 -0.057 0.232 0.061 0.097
H -9.303 -2.482 -0.689 -0.182 -0.209 -0.117 0.082
H -10.557 -2.978 -1.865 0.196 0.019 0.059 0.094
H -8.741 -4.416 -3.821 -0.015 0.204 0.003 0.090
H -10.015 -3.246 -4.236 0.327 -0.021 0.098 0.094
H -8.361 -3.009 -4.845 -0.087 -0.055 0.187 0.091
```
Positions in Å, forces in eV/Å.

Values from the calculation:
Lowest unoccupied orbital energy (alpha / beta)   0.1 / 0.1 eV
DFT total energy   -64275.6929 eV
⟨S²⟩   0.75
Multiplicity   2

Here is a molecular structure, C31H50AsBN8ReS5 from OMol25. Energies are from wB97M-V/def2-TZVPD.

```
97
Properties=species:S:1:pos:R:3:forces:R:3:lowdin_charge:R:1
Re -0.820 1.269 0.103 0.620 -0.633 -0.448 1.294
C 1.650 2.742 4.234 0.057 -0.023 0.024 -0.045
C 0.758 2.332 3.068 -0.200 -0.193 0.013 -0.393
C -0.624 1.890 3.569 0.141 0.029 -0.019 -0.086
C 1.389 1.253 2.248 0.148 -0.045 -0.005 -0.182
C 2.542 0.563 2.474 0.085 0.027 0.030 0.101
C 2.690 -0.360 1.414 -0.041 -0.063 0.004 -0.124
C 3.825 -1.296 1.176 0.176 0.028 0.002 -0.343
C 4.339 -1.889 2.490 -0.048 0.011 -0.014 -0.034
C 4.937 -0.531 0.432 -0.091 -0.003 0.005 -0.014
N 1.650 -0.227 0.596 0.138 -0.029 0.182 0.089
N 0.827 0.765 1.073 -0.886 0.782 -0.036 -0.075
B 1.330 -0.879 -0.770 -0.148 -0.051 0.002 -0.457
N 1.189 0.305 -1.779 -0.044 0.004 -0.156 0.098
N 0.242 1.292 -1.561 -0.767 0.607 0.766 -0.078
C 0.292 2.175 -2.636 0.141 -0.105 -0.104 -0.195
C 1.277 1.748 -3.474 -0.022 0.100 0.010 0.094
C 1.829 0.573 -2.912 0.034 -0.085 0.003 -0.129
C 2.924 -0.254 -3.494 0.074 0.013 -0.187 -0.348
C 4.162 0.616 -3.745 -0.013 0.017 0.069 -0.030
C 2.426 -0.884 -4.807 -0.043 -0.019 0.059 -0.023
C -0.631 3.339 -2.830 0.014 0.002 0.026 -0.399
C 0.127 4.657 -2.627 -0.038 -0.021 -0.008 -0.050
C -1.282 3.273 -4.217 0.050 -0.041 0.024 -0.033
N -0.050 -1.534 -0.655 0.203 -0.213 -0.019 0.085
N -1.070 -0.692 -0.348 -0.030 0.059 0.039 -0.075
C -2.224 -1.394 -0.383 0.034 -0.183 -0.062 -0.260
C -1.930 -2.707 -0.679 0.043 -0.006 -0.037 0.095
C -0.546 -2.768 -0.862 -0.214 -0.103 0.037 -0.131
C 0.242 -3.989 -1.225 0.285 0.050 0.009 -0.330
C 1.250 -4.368 -0.130 -0.088 0.035 -0.033 -0.026
C 0.913 -3.872 -2.601 -0.100 -0.025 0.041 -0.032
C -3.522 -0.702 -0.254 -0.235 0.041 -0.174 -0.361
C -4.289 -0.788 -1.586 -0.095 0.067 0.038 -0.017
C -3.336 0.754 0.147 0.620 -0.214 -0.108 -0.146
H 1.165 3.531 4.808 0.020 -0.001 -0.002 0.088
H 1.818 1.901 4.910 -0.022 0.040 -0.011 0.100
H 2.618 3.112 3.894 -0.023 0.008 0.011 0.098
H 0.636 3.200 2.409 0.029 0.081 0.003 0.066
H -0.525 1.074 4.286 -0.043 -0.014 -0.033 0.087
H -1.144 2.716 4.055 0.000 -0.026 -0.035 0.097
H -1.266 1.504 2.761 -0.019 0.059 0.074 -0.018
H 3.228 0.696 3.294 -0.063 -0.031 -0.019 0.137
H 3.486 -2.109 0.535 -0.085 0.024 0.006 0.111
H 4.796 -1.125 3.121 -0.006 -0.027 -0.018 0.089
H 3.539 -2.373 3.052 0.026 -0.005 0.002 0.094
H 5.100 -2.637 2.273 0.006 0.025 0.017 0.099
H 5.348 0.260 1.061 -0.003 -0.012 -0.035 0.098
H 5.743 -1.219 0.178 -0.004 0.024 0.012 0.101
H 4.560 -0.082 -0.491 0.053 -0.021 0.016 0.070
H 2.166 -1.643 -1.104 0.006 0.126 0.049 0.110
H 1.576 2.213 -4.399 -0.007 -0.068 0.015 0.146
H 3.189 -1.052 -2.802 -0.059 0.036 0.053 0.116
H 3.957 1.394 -4.483 0.014 -0.026 0.015 0.090
H 4.516 1.095 -2.830 0.003 -0.007 -0.035 0.083
H 4.965 -0.009 -4.134 -0.008 0.020 -0.008 0.100
H 2.203 -0.116 -5.549 0.006 -0.031 0.014 0.093
H 3.205 -1.529 -5.213 -0.015 0.025 -0.003 0.102
H 1.530 -1.488 -4.651 0.033 0.017 -0.021 0.080
H -1.428 3.272 -2.087 -0.057 -0.010 0.000 0.071
H 0.910 4.768 -3.379 -0.016 -0.005 0.028 0.099
H -0.556 5.500 -2.731 0.016 -0.014 0.004 0.096
H 0.599 4.703 -1.643 0.032 0.034 -0.011 0.055
H -0.534 3.399 -5.002 -0.039 0.008 0.017 0.093
H -1.784 2.317 -4.376 -0.011 0.028 -0.014 0.091
H -2.017 4.070 -4.321 0.029 0.001 -0.009 0.097
H -2.624 -3.527 -0.755 0.051 0.030 -0.037 0.144
H -0.492 -4.792 -1.291 -0.072 0.012 0.033 0.146
H 2.096 -3.678 -0.120 -0.021 -0.038 0.018 0.057
H 0.785 -4.368 0.857 0.025 -0.016 -0.014 0.095
H 1.634 -5.368 -0.325 0.029 0.027 0.009 0.098
H 1.693 -3.108 -2.605 -0.016 -0.040 -0.021 0.056
H 1.376 -4.826 -2.851 0.017 0.034 -0.016 0.099
H 0.184 -3.641 -3.379 0.031 0.015 0.005 0.093
H -4.099 -1.212 0.522 0.019 0.101 0.120 0.124
H -3.722 -0.321 -2.396 -0.021 -0.024 0.021 0.093
H -4.474 -1.826 -1.856 0.027 0.024 0.007 0.095
H -5.256 -0.288 -1.504 0.041 -0.019 -0.007 0.097
H -2.828 1.345 -0.679 -0.183 -0.028 -0.047 0.070
H -4.306 1.239 0.258 0.195 0.346 0.109 0.124
H -2.832 0.845 1.148 -0.058 -0.117 0.007 0.015
S -0.064 6.657 3.310 0.024 -0.042 -0.060 0.097
As -0.619 6.893 1.426 -0.228 0.003 0.126 0.482
S -0.986 3.527 0.547 0.214 -0.404 -0.296 0.217
S -2.792 4.017 1.185 0.018 -0.180 0.171 0.062
S -2.987 5.995 1.409 0.257 0.114 -0.151 0.043
S -2.496 -1.058 3.025 0.059 0.104 0.228 0.638
C -3.829 -1.972 3.527 -0.039 -0.057 -0.245 -0.809
N -4.180 -1.969 4.849 -0.082 -0.136 -0.059 0.077
C -5.222 -2.676 5.340 0.099 0.087 0.153 -0.022
C -5.967 -3.432 4.495 -0.095 -0.147 -0.054 -0.012
C -5.576 -3.425 3.149 0.165 0.148 -0.067 -0.073
N -4.561 -2.724 2.676 -0.083 0.029 0.054 0.066
H -3.608 -1.416 5.471 0.040 0.047 0.001 0.145
H -5.406 -2.605 6.403 0.042 0.042 -0.010 0.148
H -6.804 -4.013 4.851 0.011 0.002 -0.026 0.125
H -6.118 -4.023 2.424 -0.019 0.013 -0.005 0.127
```
Positions in Å, forces in eV/Å.

Values from the calculation:
Total charge   +3
Lowest unoccupied orbital energy (alpha / beta)   -10.7 / -10.7 eV
DFT total energy   -162678.1765 eV
Multiplicity   1

| no. | largest force on an atom (eV/Å) |
| --- | --- |
| 1 | 1.8 |
| 2 | 1.2 |